Run P
Entry from the Open Molecules 2025 dataset: the molecule CHNO2S (wB97M-V/def2-TZVPD).

Positions of all 6 atoms, in Å:
O1 1.13 -0.77 -1.21
N1 -1.46 -0.13 2.19
O2 0.61 0.35 -0.44
C1 -1.31 0.31 1.15
H1 1.98 -0.49 -1.22
S1 -0.96 0.73 -0.47

Output
Frontier orbital gap: 9.8 eV
LUMO energy: -0.46 eV
SMILES string: N#CSOO

***

Run Q
Entry from the Open Molecules 2025 dataset: the molecule CHNO2S (wB97M-V/def2-TZVPD).

Positions of all 6 atoms, in Å:
O1 -2.01 1.17 -0.25
S1 -1.03 0.60 0.65
C1 0.59 1.42 0.11
N1 0.51 0.13 -0.13
H1 0.81 -2.01 0.17
O2 1.13 -1.32 -0.55

Output
Frontier orbital gap (alpha / beta): 8.0 / 8.0 eV
LUMO energy (alpha / beta): -1.51 / -1.51 eV
SMILES string: O=S1#CN1O

***

Stability comparison, relative energies in hartree: run P 0.0000; run Q 0.0778